(1)
Computed, not measured: a molecular structure, C6H14O in a non-equilibrium geometry, with ωB97M-V/def2-TZVPD.

The geometry in XYZ format:
```
21
Properties=species:S:1:pos:R:3:nbo_charge:R:1
C -0.769 0.852 -1.130 0.12
C 0.353 -0.427 -0.141 -0.19
C 0.072 0.103 1.148 -0.36
C -2.193 1.054 -0.664 -0.67
C 1.733 -0.296 -0.725 -0.64
C 1.118 -1.157 2.188 -0.64
O -0.704 0.382 -2.456 -0.73
H -1.265 -0.399 -2.530 0.46
H -0.195 1.779 -1.116 0.16
H -0.122 -1.386 -0.351 0.19
H 0.506 1.073 1.371 0.20
H -0.930 -0.057 1.529 0.21
H -2.693 0.095 -0.498 0.20
H -2.223 1.627 0.261 0.22
H -2.772 1.611 -1.409 0.22
H 1.656 -0.231 -1.812 0.23
H 2.342 -1.165 -0.477 0.21
H 2.231 0.601 -0.360 0.20
H 1.008 -2.183 1.844 0.19
H 2.151 -0.827 2.144 0.20
H 0.696 -1.048 3.183 0.20
```

Results
Net charge   0
HOMO energy   -0.286 Eh
2S+1   1
Kohn-Sham gap   0.32416 Ha
Max |F|   6.21 eV/A
E   -312.14371 Eh
Lowest unoccupied orbital energy   1.03 eV

(2)
Computed, not measured: 14 unconnected molecules or ions with the total composition C34H99N3O25 in a non-equilibrium geometry, with ωB97M-V/def2-TZVPD.

The geometry in XYZ format:
```
161
Properties=species:S:1:pos:R:3:lowdin_charge:R:1
C -3.234 -1.360 -5.775 -0.28
C -2.577 -0.387 -4.832 -0.22
O -1.281 -0.897 -4.468 -0.10
O -3.432 -2.666 -5.320 -0.06
H -2.780 -1.305 -6.802 0.13
H -4.260 -0.937 -5.937 0.13
H -3.232 -0.380 -3.973 0.11
H -2.516 0.557 -5.347 0.12
H -0.941 -0.335 -3.720 0.06
H -2.556 -3.092 -5.221 0.07
C 2.137 1.911 -5.826 -0.18
C 1.608 2.298 -4.428 -0.25
O 2.660 2.696 -3.569 -0.08
O 3.250 0.948 -5.712 -0.10
H 2.495 2.835 -6.335 0.11
H 1.348 1.513 -6.487 0.12
H 1.027 1.488 -4.110 0.08
H 0.827 3.036 -4.533 0.11
H 2.778 1.975 -2.909 0.03
H 3.802 1.246 -4.966 0.06
C -5.951 -1.530 0.233 -0.22
C -5.892 -0.079 0.705 -0.14
O -4.447 0.138 1.077 -0.10
O -5.761 -2.511 1.296 -0.09
H -5.180 -1.723 -0.519 0.10
H -6.920 -1.760 -0.231 0.12
H -6.428 0.025 1.627 0.11
H -6.203 0.643 -0.035 0.11
H -4.166 0.987 0.737 0.04
H -4.830 -2.820 1.113 0.08
C 1.564 -1.517 2.868 -0.21
C 2.949 -1.263 2.333 -0.21
O 3.566 -2.436 1.740 -0.06
O 0.653 -2.058 1.910 -0.10
H 1.101 -0.572 3.128 0.11
H 1.686 -2.220 3.730 0.14
H 3.575 -0.824 3.176 0.14
H 2.890 -0.455 1.615 0.09
H 3.527 -2.112 0.831 0.06
H 0.876 -3.005 1.728 0.09
C -2.216 -4.140 -1.099 -0.24
C -2.591 -5.265 -2.052 -0.21
O -2.203 -4.852 -3.381 -0.06
O -2.935 -2.936 -1.348 -0.06
H -1.120 -3.970 -1.246 0.11
H -2.449 -4.524 -0.087 0.13
H -3.642 -5.575 -1.951 0.12
H -1.963 -6.166 -1.769 0.13
H -2.445 -5.503 -4.012 0.07
H -2.948 -2.773 -2.279 0.06
C 0.501 2.958 0.386 -0.21
C 1.636 3.651 1.113 -0.24
O 2.781 2.851 1.381 -0.07
O 0.874 2.663 -0.975 -0.08
H -0.385 3.604 0.327 0.12
H 0.188 1.980 0.813 0.12
H 1.339 4.246 2.022 0.13
H 1.852 4.515 0.416 0.14
H 3.471 3.082 0.736 0.06
H 1.511 1.963 -0.935 0.04
C -0.467 -1.139 -0.939 -0.18
C -1.422 -0.073 -1.331 -0.24
O -0.831 0.713 -2.334 -0.12
O 0.713 -0.604 -0.241 -0.11
H -0.029 -1.621 -1.865 0.13
H -0.970 -1.923 -0.351 0.10
H -1.738 0.510 -0.443 0.13
H -2.321 -0.599 -1.666 0.11
H -0.317 1.473 -1.931 0.09
H 0.736 -1.008 0.651 0.02
C 0.823 -3.693 -4.314 -0.27
C 2.148 -2.969 -4.487 -0.23
O 2.018 -1.561 -4.357 -0.09
O -0.068 -3.363 -5.354 -0.08
H 0.396 -3.442 -3.330 0.10
H 1.047 -4.781 -4.292 0.12
H 2.664 -3.225 -5.389 0.12
H 2.806 -3.312 -3.698 0.10
H 2.062 -1.128 -5.242 0.10
H -0.354 -2.409 -5.208 0.07
C 2.351 -4.592 -1.082 -0.20
C 1.566 -5.390 0.016 -0.18
O 1.625 -4.725 1.300 -0.09
O 3.738 -4.334 -0.700 -0.08
H 1.930 -3.578 -1.152 0.11
H 2.255 -5.104 -2.044 0.11
H 2.062 -6.328 -0.052 0.10
H 0.532 -5.539 -0.250 0.10
H 2.482 -4.219 1.387 0.08
H 4.156 -5.206 -0.590 0.10
C -1.945 1.512 5.124 -0.15
C -1.182 2.871 4.958 -0.26
O -1.307 3.281 3.643 -0.06
O -1.118 0.544 4.354 -0.09
H -2.937 1.439 4.749 0.10
H -1.859 1.224 6.182 0.11
H -0.145 2.817 5.303 0.10
H -1.677 3.569 5.672 0.12
H -0.676 2.755 3.138 0.07
H -1.718 -0.038 3.976 -0.01
C -3.700 -2.350 4.147 -0.19
C -2.507 -2.787 3.370 -0.21
O -2.656 -2.590 1.922 -0.08
O -3.811 -0.886 3.990 -0.06
H -3.588 -2.568 5.167 0.11
H -4.545 -2.842 3.755 0.10
H -2.254 -3.918 3.517 0.15
H -1.627 -2.255 3.791 0.11
H -2.382 -1.700 1.718 0.06
H -4.008 -0.844 3.058 0.03
C 4.868 -1.065 -1.887 -0.05
C 4.194 0.149 -1.343 -0.42
C 4.953 1.307 -1.758 -0.22
O 4.442 2.523 -1.170 -0.21
C 5.241 3.657 -1.416 -0.08
N 2.867 0.225 -1.995 0.09
H 4.285 -1.968 -1.578 0.08
H 5.917 -1.262 -1.624 0.09
H 4.809 -0.974 -2.942 0.07
H 4.092 0.187 -0.257 0.14
H 4.947 1.417 -2.861 0.13
H 6.031 1.171 -1.478 0.14
H 6.259 3.327 -1.323 0.08
H 4.929 4.454 -0.787 0.08
H 4.972 3.990 -2.425 0.10
H 2.158 -0.072 -1.323 0.05
H 2.804 -0.324 -2.837 0.05
C -3.911 2.732 -1.416 -0.05
C -3.245 3.742 -2.430 -0.37
C -3.435 5.196 -1.882 -0.27
O -2.591 5.432 -0.842 -0.18
C -2.749 6.767 -0.436 -0.09
N -1.827 3.418 -2.610 0.07
H -3.490 3.125 -0.475 0.08
H -3.739 1.654 -1.377 0.05
H -4.963 2.897 -1.432 0.06
H -3.783 3.700 -3.375 0.12
H -4.488 5.414 -1.692 0.13
H -3.173 5.787 -2.793 0.13
H -1.962 6.936 0.253 0.08
H -3.730 7.001 -0.018 0.09
H -2.668 7.398 -1.379 0.11
H -1.735 2.398 -2.739 0.05
H -1.242 3.800 -1.901 0.04
C 1.643 -0.417 7.902 -0.07
C 2.025 1.065 7.966 -0.40
C 2.365 1.633 6.541 -0.21
O 3.731 1.449 6.223 -0.21
C 4.176 2.295 5.155 -0.08
N 0.911 1.740 8.648 0.03
H 0.639 -0.503 7.634 0.04
H 1.710 -0.975 8.850 0.09
H 2.218 -0.966 7.154 0.08
H 2.925 1.132 8.612 0.14
H 2.109 2.711 6.449 0.11
H 1.729 1.076 5.764 0.13
H 5.260 2.290 5.153 0.09
H 3.746 3.248 5.409 0.07
H 3.774 1.910 4.214 0.08
H 0.089 1.482 8.145 0.04
H 0.973 2.768 8.630 0.08
```

Results
Net charge   0
HOMO energy   -0.319 Eh
2S+1   1
Kohn-Sham gap   0.33330 Ha
Max |F|   3.78 eV/A
E   -3399.83177 Eh
Lowest unoccupied orbital energy   0.39 eV

(3)
Computed, not measured: a molecular structure, C35H52OP4SSc in a non-equilibrium geometry, with ωB97M-V/def2-TZVPD.

The geometry in XYZ format:
```
94
Properties=species:S:1:pos:R:3:lowdin_charge:R:1
Sc -0.454 -0.102 -0.239 0.62
P -1.596 1.870 -1.628 0.78
P -1.937 -1.068 1.769 0.77
P -1.793 -1.690 -1.870 0.74
H 2.020 -1.178 0.249 0.09
C 1.522 -1.254 -0.726 -0.07
C 1.503 -0.181 -1.606 -0.05
H 2.006 0.769 -1.377 0.07
C -0.861 3.514 -1.294 -0.23
C -3.369 2.153 -1.257 -0.22
C -1.591 1.860 -3.457 -0.24
C -1.331 -2.665 2.434 -0.23
C -1.914 0.046 3.221 -0.23
C -3.727 -1.356 1.481 -0.24
C -0.956 -1.864 -3.485 -0.27
C -3.523 -1.376 -2.346 -0.23
C -1.853 -3.371 -1.180 -0.28
H 1.365 -2.283 -1.073 0.09
H 1.251 -0.296 -2.665 0.09
H 0.220 3.475 -1.485 0.05
H -1.023 3.793 -0.244 0.03
H -1.322 4.267 -1.953 0.08
H -3.501 2.327 -0.180 0.04
H -3.969 1.280 -1.545 0.03
H -3.722 3.036 -1.808 0.08
H -0.557 1.803 -3.819 0.06
H -2.041 2.791 -3.827 0.08
H -2.146 1.009 -3.867 0.03
H -1.957 -3.001 3.277 0.08
H -0.295 -2.528 2.777 0.06
H -1.332 -3.431 1.645 0.03
H -2.499 -0.403 4.040 0.08
H -2.336 1.026 2.954 0.04
H -0.876 0.207 3.549 0.04
H -4.239 -1.536 2.439 0.08
H -3.883 -2.213 0.811 0.04
H -4.153 -0.459 1.007 0.05
H -1.510 -2.571 -4.115 0.06
H 0.065 -2.244 -3.343 0.02
H -0.901 -0.892 -3.992 0.04
H -3.882 -2.239 -2.922 0.08
H -3.602 -0.472 -2.962 0.04
H -4.145 -1.257 -1.449 0.04
H -2.332 -4.044 -1.903 0.06
H -2.402 -3.411 -0.233 0.02
H -0.828 -3.709 -0.981 0.00
C 1.225 -6.258 -3.756 -0.64
C 1.203 -7.580 -3.272 -0.10
C 2.229 -8.466 -3.609 -0.07
C 3.259 -8.084 -4.475 -0.05
C 3.205 -6.812 -5.058 -0.07
C 2.181 -5.915 -4.733 -0.11
S 0.000 -5.114 -3.271 0.80
H 0.240 -4.966 -1.894 -0.10
H 0.372 -7.885 -2.641 0.10
H 2.225 -9.475 -3.196 0.12
H 4.070 -8.775 -4.722 0.12
H 3.965 -6.521 -5.779 0.11
H 2.101 -4.951 -5.225 0.10
O 0.272 1.337 1.002 -0.46
P 0.977 2.395 1.900 0.90
C 1.834 1.560 3.227 -0.28
C 1.424 1.721 4.566 -0.07
C 2.063 1.021 5.589 -0.03
C 3.105 0.143 5.279 -0.03
C 3.504 -0.041 3.947 -0.05
C 2.862 0.650 2.921 -0.08
C 2.080 3.362 0.876 -0.27
C 1.844 4.737 0.693 -0.07
C 2.527 5.447 -0.291 -0.04
C 3.450 4.783 -1.103 -0.03
C 3.719 3.422 -0.905 -0.05
C 3.032 2.708 0.077 -0.10
C -0.215 3.511 2.623 -0.31
C 0.316 4.476 3.503 -0.10
C -0.511 5.429 4.089 -0.03
C -1.878 5.428 3.793 -0.02
C -2.417 4.476 2.917 -0.04
C -1.592 3.510 2.332 -0.10
H 0.593 2.379 4.806 0.10
H 1.751 1.179 6.623 0.13
H 3.632 -0.381 6.076 0.13
H 4.326 -0.718 3.699 0.12
H 3.127 0.469 1.878 0.08
H 1.067 5.245 1.271 0.11
H 2.330 6.514 -0.420 0.13
H 3.994 5.335 -1.875 0.13
H 4.453 2.901 -1.525 0.12
H 3.181 1.624 0.172 0.09
H 1.389 4.479 3.723 0.13
H -0.078 6.163 4.769 0.13
H -2.535 6.171 4.249 0.13
H -3.483 4.482 2.675 0.12
H -2.010 2.755 1.655 0.08
```

Results
Net charge   +3
HOMO energy   -0.528 Eh
2S+1   1
Kohn-Sham gap   0.14163 Ha
Max |F|   3.24 eV/A
E   -3963.64029 Eh
Lowest unoccupied orbital energy   -10.50 eV

(4)
Computed, not measured: C3H11BrSi2 in the gas phase in a non-equilibrium geometry, with ωB97M-V/def2-TZVPD.

The geometry in XYZ format:
```
17
Properties=species:S:1:pos:R:3:nbo_charge:R:1
C -0.670 1.039 -1.474 -1.15
Si -0.209 0.031 -0.023 1.28
C -0.640 -1.790 0.197 -1.11
C -1.101 0.682 1.490 -1.12
Si 2.144 -0.030 0.107 0.64
Br 2.675 0.638 -2.532 -0.50
H -0.067 1.962 -1.521 0.27
H -0.397 0.442 -2.322 0.26
H -1.777 1.312 -1.652 0.26
H -1.585 -1.934 0.626 0.24
H -0.573 -2.467 -0.633 0.25
H -0.033 -2.259 0.960 0.24
H -2.135 0.972 1.471 0.25
H -1.015 -0.307 2.086 0.23
H -0.573 1.522 2.099 0.25
H 2.769 1.200 0.796 -0.15
H 3.186 -1.012 0.324 -0.14
```

Results
Net charge   0
HOMO energy   -0.347 Eh
2S+1   1
Kohn-Sham gap   0.32443 Ha
Max |F|   3.58 eV/A
E   -3273.88227 Eh
Lowest unoccupied orbital energy   -0.62 eV

What is the max |F| in the fourth record?
3.58 eV/A